{"formula": "C2H12NO2", "method": "ωB97M-V/def2-TZVPD", "gap_ev": 12.35, "homo_energy_ha": -0.571, "energy_ev": -7847.1024, "spin_multiplicity": 1, "total_charge": 1, "species": ["O", "O", "N", "C", "C", "H", "H", "H", "H", "H", "H", "H", "H", "H", "H", "H", "H"], "positions_angstrom": [[-2.479, -1.212, -0.229], [-1.906, 0.602, 1.567], [0.151, 1.007, -0.429], [2.613, 0.080, -0.212], [1.140, -0.196, -0.483], [3.124, -0.861, -0.413], [-2.602, 0.329, 0.950], [-2.216, -1.813, 0.470], [-0.207, 0.888, -1.378], [0.494, 1.963, -0.398], [2.735, 0.460, 0.803], [1.035, -0.709, -1.444], [3.138, 0.792, -0.848], [-0.567, 0.562, 0.159], [0.901, -0.861, 0.342], [-3.009, -1.685, -0.878], [-2.346, 0.654, 2.422]]}